The following is a DFT calculation (the ωB97M-V functional and the def2-TZVPD basis) of a molecular structure, C38H33AsFLiN4OPSe2 at a distorted geometry.

Cartesian coordinates (Å):
Li (0.0030, -0.4572, 0.2571)
Se (-2.6752, 2.0888, -0.9552)
P (-3.2585, 0.6352, 0.5128)
Se (-2.0804, -0.4906, 1.9799)
C (-4.4436, -0.5574, -0.2669)
C (-5.1158, -0.2038, -1.4337)
C (-5.9948, -1.0960, -2.0356)
C (-6.2133, -2.3482, -1.4773)
C (-5.5364, -2.7110, -0.3210)
C (-4.6532, -1.8212, 0.2797)
C (-4.4058, 1.5552, 1.6586)
C (-5.4146, 0.8857, 2.3514)
C (-6.2432, 1.5653, 3.2340)
C (-6.0506, 2.9208, 3.4722)
C (-5.0321, 3.5911, 2.8095)
C (-4.2274, 2.9155, 1.8985)
H (-4.9251, 0.7677, -1.8717)
H (-6.5086, -0.8129, -2.9474)
H (-6.9084, -3.0386, -1.9418)
H (-5.6867, -3.6923, 0.1145)
H (-4.0986, -2.1071, 1.1648)
H (-5.5497, -0.1781, 2.2049)
H (-7.0433, 1.0345, 3.7374)
H (-6.6916, 3.4463, 4.1711)
H (-4.8703, 4.6483, 2.9886)
H (-3.4636, 3.4481, 1.3442)
N (-0.2788, -5.0104, -3.2683)
C (-0.3956, -3.9335, -2.4361)
N (0.5195, -3.7759, -1.4675)
N (-1.3971, -3.1279, -2.6179)
C (-1.4989, -2.1106, -1.7855)
N (-1.5646, -1.2263, -1.0441)
H (0.6068, -5.4764, -3.3389)
H (-0.8569, -4.9801, -4.0888)
H (1.1925, -4.4925, -1.2714)
H (0.4002, -3.0298, -0.7707)
F (5.3272, -2.7010, 2.3791)
C (4.1659, -2.3688, 1.7429)
C (4.0363, -2.6302, 0.3976)
C (2.8365, -2.2814, -0.2327)
C (1.7322, -1.6874, 0.4109)
C (1.9722, -1.4530, 1.7833)
C (3.1508, -1.7709, 2.4559)
H (4.8586, -3.0880, -0.1425)
H (2.7934, -2.4711, -1.3048)
H (1.1797, -0.9957, 2.3811)
H (3.2895, -1.5594, 3.5113)
O (0.4241, 1.2762, 0.4454)
As (0.8024, 2.1612, 1.7705)
C (0.0819, 1.7766, 3.5158)
C (0.8339, 1.1128, 4.4752)
C (0.2869, 0.8701, 5.7295)
C (-0.9972, 1.3046, 6.0247)
C (-1.7505, 1.9694, 5.0640)
C (-1.2131, 2.1940, 3.8090)
C (0.3505, 4.0210, 1.4785)
C (0.5762, 4.4929, 0.1871)
C (0.2846, 5.8078, -0.1364)
C (-0.2428, 6.6575, 0.8281)
C (-0.4496, 6.1966, 2.1205)
C (-0.1440, 4.8819, 2.4510)
C (2.7178, 2.1696, 1.9658)
C (3.3474, 2.9297, 2.9476)
C (4.7318, 2.9233, 3.0349)
C (5.4776, 2.1554, 2.1472)
C (4.8485, 1.4060, 1.1625)
C (3.4631, 1.4221, 1.0617)
H (1.8336, 0.7685, 4.2374)
H (0.8670, 0.3432, 6.4771)
H (-1.4197, 1.1133, 7.0041)
H (-2.7599, 2.2987, 5.2780)
H (-1.8087, 2.6636, 3.0425)
H (0.9551, 3.8072, -0.5611)
H (0.4613, 6.1715, -1.1410)
H (-0.4955, 7.6793, 0.5727)
H (-0.8533, 6.8615, 2.8741)
H (-0.2985, 4.5362, 3.4639)
H (2.7550, 3.5220, 3.6365)
H (5.2319, 3.5133, 3.7935)
H (6.5586, 2.1427, 2.2257)
H (5.4303, 0.8008, 0.4789)
H (2.9389, 0.8501, 0.3057)

Output
2S+1: 1
gap between HOMO and LUMO: 6.684 eV
DFT total energy: -9249.63831 hartree
max |F|: 1.01 eV Å⁻¹
net charge: -1
LUMO: 2.372 eV